Record 1
Computed, not measured: a molecular structure, C42H56BrCl4F2Li3N2NaO14P, with wB97M-V/def2-TZVPD.

The geometry in XYZ format:
```
126
C42H56BrCl4F2Li3N2NaO14P (wB97M-V/def2-TZVPD)
C -8.24314 -1.23529 5.54138
C -7.27120 -1.88484 5.30682
C -5.91040 -2.47852 5.11911
C -4.87593 -1.74982 6.04723
C -3.60438 -1.27504 5.25944
N -3.49106 0.18631 5.16621
C -2.45097 0.68548 6.04436
C -2.66979 0.28903 7.54575
C -3.93639 0.93398 8.17948
C -4.34375 0.32664 9.53765
O -4.51777 -1.10764 9.35741
C -3.64342 -1.77359 10.08377
O -3.40700 -2.93254 9.80517
C -3.40489 0.66986 3.79325
C -3.27005 2.23699 3.65801
C -1.78292 2.57706 3.61331
O -1.35801 2.68160 2.27499
C 0.00851 2.52125 2.22668
C 0.29321 1.84742 0.85963
O 1.26130 2.64452 0.20276
C 1.49291 2.26673 -1.10751
C 0.53968 1.75591 -1.99918
C 0.84992 1.43042 -3.32307
C 2.16190 1.59596 -3.81545
C 2.44930 1.26421 -5.30167
C 3.88563 1.71398 -5.64845
C 1.51858 2.19262 -6.14077
C 2.03170 -0.16451 -5.70979
C 3.12079 -1.20604 -5.91787
C 2.37514 -2.59505 -6.03390
C 3.81270 -1.01547 -7.28754
C 4.12282 -1.41018 -4.73224
C 3.11857 2.08668 -2.91946
C 2.80341 2.40961 -1.58933
C -4.69252 0.30258 2.98374
C -5.97498 0.99289 3.45499
O -6.89866 1.02976 2.66213
Br -6.30257 1.83455 5.17719
C -2.18181 0.07092 2.94002
O -1.20651 -0.53593 3.48858
O -2.15700 0.25388 1.70070
H -8.97864 -0.49147 5.77651
H -5.98076 -3.54529 5.38755
H -5.62630 -2.44508 4.05849
H -4.55659 -2.51784 6.77133
H -5.34005 -0.94867 6.62684
H -3.63715 -1.77173 4.27708
H -2.73975 -1.74381 5.76506
H -1.43833 0.29042 5.80514
H -2.35111 1.78165 6.06761
H -2.58164 -0.79282 7.71433
H -1.80292 0.74702 8.06793
H -3.67807 1.99269 8.37533
H -4.73865 0.95150 7.43065
H -3.60550 0.58000 10.31189
H -5.31389 0.75784 9.81903
H -3.14852 -1.32468 10.96058
H -3.71684 2.80627 4.48309
H -3.76640 2.57167 2.73565
H -1.19990 1.87955 4.22964
H -1.63681 3.58307 4.07650
H 0.57935 3.45221 2.38367
H 0.34920 1.78534 2.99261
H 0.64979 0.80726 1.00102
H -0.67279 1.77690 0.34830
H -0.49291 1.64001 -1.66220
H 0.03056 1.06510 -3.94028
H 4.17764 1.56303 -6.68826
H 3.93350 2.79873 -5.45879
H 4.62477 1.27839 -4.95247
H 1.57455 3.21941 -5.74156
H 1.83262 2.05803 -7.21729
H 0.48301 1.83671 -6.01118
H 1.39849 -0.14436 -6.61543
H 1.36808 -0.54533 -4.90860
H 3.08518 -3.31968 -6.46376
H 1.96665 -2.92448 -5.07308
H 1.59176 -2.45505 -6.80335
H 4.65938 -0.31515 -7.24250
H 3.01926 -0.53847 -7.93474
H 4.10144 -1.96978 -7.75966
H 5.04836 -0.87043 -5.00070
H 3.72004 -1.09777 -3.76308
H 4.41313 -2.47316 -4.74745
H 4.15144 2.25455 -3.21893
H 3.54375 2.81463 -0.89504
H -4.54474 0.62749 1.93908
H -4.87061 -0.78050 2.94277
C 6.39089 -4.72573 -7.43866
Cl 7.96237 -5.61103 -7.82183
Cl 6.75631 -3.11425 -6.74300
Cl 5.42389 -4.52852 -8.97220
Cl 5.48087 -5.70569 -6.29066
Li -2.35064 -4.60954 9.62126
F 1.42176 1.28229 -8.77336
Li 3.22030 -0.75541 -9.60690
C -7.26292 -4.23111 8.96836
O -6.75422 -4.72904 10.01408
O -6.42550 -3.19529 8.47049
O -8.29226 -4.48781 8.35904
H -5.77912 -3.32506 9.17988
F 5.36389 3.49631 -7.12163
C 6.64862 3.54300 -6.74337
C 7.07509 4.57097 -5.92492
C 8.40435 4.61374 -5.52992
C 9.29064 3.63720 -5.96470
C 8.84724 2.61317 -6.79074
C 7.51689 2.56080 -7.17948
H 6.37045 5.32669 -5.60304
H 8.74928 5.40966 -4.88269
H 10.32830 3.67482 -5.65838
H 9.53843 1.85395 -7.13269
H 7.15083 1.76540 -7.81574
Na 1.02729 -0.45745 2.03561
Li 6.49985 -7.27934 -8.42379
C -7.27524 4.43640 0.04579
C -7.06953 3.17053 0.75687
N -6.91589 2.17872 1.32044
H -6.35948 4.72143 -0.46879
H -8.07392 4.32157 -0.68462
H -7.54717 5.22049 0.75170
O 4.31550 -8.64870 -4.00079
P 5.70162 -8.60062 -3.33606
O 5.74278 -7.41350 -2.36426
O 6.78362 -8.40965 -4.41979
O 5.96073 -9.90973 -2.58436
```

Properties
* net charge: -2
* largest force on an atom: 8.55 eV Å⁻¹
* lowest unoccupied orbital energy: 0.722 eV
* frontier orbital gap: 0.0289 Eh

---

Record 2
Computed, not measured: 12 unconnected molecules or ions with the total composition C42H56F3N2O34, with wB97M-V/def2-TZVPD.

The geometry in XYZ format:
```
137
C42H56F3N2O34 (wB97M-V/def2-TZVPD)
N 4.12383 -0.67478 -0.47286
C 4.55684 -1.56488 -1.57573
C 3.48815 -1.73538 -2.72663
O 3.24475 -3.12178 -3.06460
C 2.15171 -0.93604 -2.52226
C 1.03787 -1.68967 -1.76103
N 1.19288 -2.82194 -1.05406
C 0.16243 -3.49588 -0.41625
C -1.18101 -3.02220 -0.44354
C -1.44012 -1.74096 -1.18808
C -0.31651 -1.11653 -1.81943
C -0.60209 0.21373 -2.57845
F -1.87650 0.66029 -2.35575
F -0.40094 0.06258 -3.91327
F 0.20710 1.23110 -2.12817
H 4.07523 0.25471 -0.90219
H 4.81765 -0.65918 0.28764
H 4.92181 -2.54523 -1.15584
H 5.47559 -1.09001 -2.02950
H 3.96140 -1.29496 -3.65036
H 4.07448 -3.61322 -2.93081
H 1.74672 -0.75293 -3.55778
H 2.32183 0.08995 -2.10354
H 2.12013 -3.24104 -0.96307
H 0.39211 -4.44001 0.12668
H -2.01344 -3.57168 0.05034
H -2.47917 -1.35849 -1.21246
C 4.90443 -2.68662 3.68786
C 6.16255 -3.45247 3.96118
O 7.02840 -3.02434 2.90659
C 6.59276 -1.81183 2.48770
O 7.19209 -1.10348 1.73398
O 5.38348 -1.50394 3.03927
H 4.36213 -2.43893 4.59874
H 4.23111 -3.21450 3.00573
H 6.61234 -3.18874 4.91591
H 6.01318 -4.52549 3.92593
C 6.67676 -7.53675 6.13954
C 6.15160 -7.37031 7.53859
O 5.87432 -5.97318 7.60767
C 5.68183 -5.53410 6.33981
O 5.26959 -4.45192 6.05705
O 6.01955 -6.48741 5.43018
H 6.43150 -8.50798 5.71251
H 7.75662 -7.38388 6.07575
H 5.22434 -7.92315 7.70726
H 6.87854 -7.66044 8.29550
C -2.45009 1.43211 -7.00172
C -1.19956 0.66379 -6.72101
O -0.32764 1.06590 -7.77061
C -0.75738 2.28554 -8.20687
O -0.15066 2.97924 -8.95869
O -1.96382 2.60415 -7.66224
H -2.98968 1.69410 -6.09096
H -3.12361 0.90356 -7.67251
H -0.74827 0.93607 -5.76864
H -1.36043 -0.40992 -6.74185
C 3.31116 2.77614 -7.50774
C 2.33338 2.04344 -6.63423
O 3.16635 1.12618 -5.92468
C 4.42545 1.64136 -5.91982
O 5.32360 1.20562 -5.26920
O 4.52089 2.71239 -6.74702
H 3.01885 3.80883 -7.68928
H 3.47041 2.27923 -8.46719
H 1.84035 2.70234 -5.91247
H 1.57230 1.51323 -7.20440
C -1.57492 2.73490 0.41871
C -2.14385 3.99423 -0.17765
O -2.51905 4.74725 0.97169
C -1.76451 4.30457 2.01166
O -1.70993 4.83201 3.07673
O -1.07583 3.17782 1.67667
H -0.77803 2.31120 -0.18946
H -2.33692 1.96971 0.59163
H -1.40092 4.56123 -0.74488
H -3.00610 3.80358 -0.81638
C -2.89187 3.10294 5.88375
C -4.38044 3.29655 5.91506
O -4.87401 1.96106 5.79945
C -3.89548 1.13016 6.23880
O -4.03954 -0.04050 6.42825
O -2.72891 1.79596 6.43412
H -2.36493 3.84356 6.47694
H -2.48792 3.10999 4.86875
H -4.72755 3.72182 6.85961
H -4.73917 3.91760 5.09554
C -1.20910 -2.58782 6.31833
C -1.16295 -1.16547 5.84070
O 0.14213 -0.73957 6.23413
C 0.91257 -1.84933 6.34688
O 2.09453 -1.83574 6.49285
O 0.16236 -2.98185 6.26482
H -1.82144 -3.22392 5.68076
H -1.56316 -2.67314 7.34831
H -1.24703 -1.08640 4.75278
H -1.92926 -0.54597 6.29912
C 0.94485 4.94246 6.77400
C 1.47342 5.64166 7.99628
O 0.29981 6.22158 8.56135
C -0.76162 5.49777 8.12261
O -1.87227 5.61097 8.53522
O -0.39332 4.62278 7.14817
H 1.50628 4.04133 6.53110
H 0.92026 5.59235 5.89590
H 1.90888 4.94866 8.72029
H 2.20818 6.40831 7.75474
C -1.84683 -4.31323 -7.84371
C -2.36031 -4.14343 -6.44076
O -2.62257 -2.74226 -6.36852
C -2.81891 -2.30261 -7.64148
O -3.22244 -1.21644 -7.92296
O -2.49735 -3.25698 -8.54698
H -2.10531 -5.28109 -8.27008
H -0.76568 -4.17171 -7.91512
H -3.29207 -4.68663 -6.26648
H -1.63088 -4.44240 -5.68906
C -4.57037 5.34134 -5.13053
C -4.89403 4.08147 -5.88089
O -5.06967 3.12344 -4.83848
C -5.39993 3.80938 -3.71176
O -5.77404 3.29917 -2.70080
O -5.24751 5.14789 -3.88741
H -4.93091 6.23511 -5.63687
H -3.50049 5.45163 -4.93659
H -5.82382 4.16019 -6.44896
H -4.09193 3.78076 -6.55377
C -5.49609 0.26445 -0.49314
C -6.44453 -0.46129 0.41862
O -5.58420 -1.36295 1.11905
C -4.33415 -0.84378 1.08448
O -3.40742 -1.25913 1.71273
O -4.26636 0.21929 0.23491
H -5.79938 1.29307 -0.68336
H -5.35956 -0.24670 -1.44976
H -6.92221 0.20304 1.14194
H -7.21565 -1.00327 -0.12625
```

Properties
* net charge: +1
* largest force on an atom: 3.17 eV Å⁻¹
* lowest unoccupied orbital energy: -4.235 eV
* frontier orbital gap: 0.2853 Eh